Entry 1:
Below is a 10-piece molecular cluster, C20H60N4O10 overall in a non-equilibrium geometry, with properties calculated with ωB97M-V/def2-TZVPD.

Computed properties:
Total charge: 0
Spin multiplicity: 1
Molar mass: 516.7 g/mol
HOMO: -9.63 eV
SMILES string: NC(N)=O.NC(N)=O.CC(C)O.CC(C)O.CC(C)O.CC(C)O.CC(C)O.CC(C)O.O.O
Relative energy (zero: lowest compared OMol25 entry of this formula, charge and spin): 0.000 eV
E_tot: -1769.4942 Eh

Each line ends with the Löwdin charge.
Geometry (Å):
N (-1.396, -1.402, 1.986)  0.167
C (-0.228, -1.639, 2.687)  -0.620
N (-0.335, -1.727, 4.040)  0.176
O (0.844, -1.537, 2.081)  -0.035
H (-1.306, -1.595, 0.983)  0.054
H (-2.338, -1.473, 2.340)  0.100
H (0.507, -1.588, 4.558)  0.101
H (-1.188, -2.066, 4.481)  0.073
N (3.245, -1.858, 0.390)  0.137
C (3.917, -0.721, 0.721)  -0.707
N (3.242, 0.006, 1.617)  0.162
O (5.005, -0.371, 0.290)  0.028
H (2.519, -2.261, 1.012)  0.080
H (3.703, -2.599, -0.145)  0.116
H (3.575, 0.932, 1.828)  0.107
H (2.308, -0.152, 1.943)  0.051
C (2.942, -2.177, -5.803)  -0.052
C (1.595, -2.232, -5.072)  -0.498
C (0.803, -3.410, -5.490)  -0.075
O (1.889, -2.417, -3.674)  -0.067
H (2.740, -2.007, -6.869)  0.077
H (3.415, -3.144, -5.845)  0.074
H (3.514, -1.336, -5.413)  0.080
H (0.988, -1.346, -5.267)  0.132
H (0.680, -3.475, -6.585)  0.088
H (-0.201, -3.427, -5.087)  0.077
H (1.414, -4.277, -5.173)  0.096
H (1.762, -1.567, -3.247)  0.043
C (2.620, 5.902, -1.545)  -0.064
C (1.920, 4.769, -0.836)  -0.482
C (2.975, 3.724, -0.426)  -0.052
O (1.163, 5.199, 0.303)  -0.063
H (3.253, 5.567, -2.395)  0.090
H (3.445, 6.299, -0.856)  0.106
H (1.891, 6.660, -1.899)  0.091
H (1.168, 4.277, -1.483)  0.139
H (3.497, 3.466, -1.299)  0.059
H (2.605, 2.803, 0.028)  0.058
H (3.716, 4.235, 0.203)  0.088
H (1.537, 6.001, 0.659)  0.085
C (-3.250, -1.345, 6.798)  -0.088
C (-3.469, -2.803, 6.823)  -0.514
C (-4.918, -3.156, 6.990)  -0.057
O (-2.823, -3.198, 5.583)  -0.070
H (-2.171, -1.132, 6.895)  0.085
H (-3.637, -0.771, 7.695)  0.109
H (-3.642, -0.964, 5.858)  0.087
H (-2.889, -3.176, 7.672)  0.136
H (-5.193, -2.745, 7.942)  0.074
H (-5.204, -4.230, 6.972)  0.090
H (-5.464, -2.664, 6.161)  0.095
H (-2.837, -4.143, 5.458)  0.086
C (-0.124, 0.938, -2.798)  -0.007
C (0.830, 0.731, -1.598)  -0.462
C (0.179, 1.101, -0.300)  -0.038
O (1.157, -0.656, -1.595)  -0.111
H (-0.319, 2.009, -2.934)  0.091
H (-0.990, 0.398, -2.649)  0.053
H (0.407, 0.654, -3.680)  0.063
H (1.744, 1.338, -1.704)  0.131
H (-0.613, 0.318, -0.191)  0.085
H (-0.067, 2.110, -0.254)  0.044
H (0.903, 0.973, 0.532)  0.074
H (1.741, -0.933, -0.812)  0.107
C (-2.584, 4.872, 1.426)  -0.064
C (-2.411, 4.717, -0.044)  -0.510
C (-3.769, 4.677, -0.821)  -0.034
O (-1.664, 5.763, -0.613)  -0.076
H (-3.023, 3.936, 1.873)  0.099
H (-3.401, 5.613, 1.597)  0.088
H (-1.646, 5.233, 1.906)  0.089
H (-1.884, 3.774, -0.231)  0.121
H (-4.346, 5.537, -0.584)  0.057
H (-4.345, 3.791, -0.426)  0.096
H (-3.631, 4.626, -1.897)  0.075
H (-0.850, 5.832, -0.097)  0.066
C (1.855, -5.570, -1.375)  -0.054
C (0.412, -5.218, -1.156)  -0.501
C (0.116, -4.596, 0.241)  -0.043
O (-0.158, -4.504, -2.218)  -0.047
H (2.238, -6.164, -0.564)  0.073
H (2.457, -4.672, -1.376)  0.066
H (1.959, -6.130, -2.319)  0.095
H (-0.145, -6.200, -1.191)  0.148
H (0.238, -5.407, 0.930)  0.067
H (-0.914, -4.271, 0.400)  0.070
H (0.829, -3.744, 0.423)  0.076
H (0.262, -3.663, -2.380)  0.053
O (-1.491, 6.822, -3.125)  -0.024
H (-1.697, 6.777, -2.202)  -0.017
H (-1.964, 7.526, -3.445)  -0.020
O (-1.372, -1.816, -0.979)  -0.062
H (-0.493, -1.470, -1.195)  0.002
H (-1.333, -2.763, -1.166)  0.024

---

Entry 2:
Below is C6H20N8NiO6 as an isolated structure in a non-equilibrium geometry, with properties calculated with ωB97M-V/def2-TZVPD.

Computed properties:
Total charge: 0
Spin multiplicity: 3
Molar mass: 359.0 g/mol
HOMO (spin up / spin down): -5.23 / -5.15 eV
Relative energy (zero: lowest compared OMol25 entry of this formula, charge and spin): 4.367 eV
E_tot: -2638.3494 Eh

Each line ends with the Löwdin charge.
Geometry (Å):
Ni (-0.230, 0.446, 0.557)  0.657
O (0.222, 2.177, 1.617)  -0.386
C (-0.766, 2.142, 2.713)  -0.348
C (-2.060, 1.336, 2.541)  -0.428
O (-1.946, 0.163, 1.802)  -0.349
H (-1.111, 3.165, 2.864)  0.077
H (-0.275, 1.746, 3.602)  0.074
H (-2.772, 1.944, 1.982)  0.076
H (-2.444, 1.106, 3.535)  0.082
C (2.121, 0.790, -1.651)  -0.694
O (1.383, 0.508, -0.708)  0.021
N (2.134, 1.774, -2.551)  0.191
N (3.191, 0.130, -1.712)  0.170
H (1.307, 2.342, -2.665)  0.096
H (2.814, 1.685, -3.293)  0.109
H (3.969, 0.327, -2.325)  0.122
H (3.284, -0.626, -1.048)  0.136
C (-0.854, -2.493, -0.881)  -0.745
O (-0.934, -1.304, -0.494)  0.008
N (-0.242, -3.446, -0.297)  0.206
N (-1.287, -2.809, -2.006)  0.187
H (-0.209, -4.319, -0.804)  0.121
H (0.177, -3.271, 0.605)  0.093
H (-1.259, -3.788, -2.253)  0.120
H (-1.545, -2.102, -2.678)  0.141
C (1.376, -1.838, 2.343)  -0.785
O (0.953, -1.008, 1.607)  0.095
N (0.807, -2.803, 2.906)  0.179
N (2.593, -1.927, 2.806)  0.148
H (1.369, -3.480, 3.402)  0.128
H (-0.031, -3.237, 2.548)  0.127
H (3.184, -1.170, 2.494)  0.121
H (2.631, -2.075, 3.805)  0.119
C (-1.731, 2.156, -1.961)  -0.842
O (-1.286, 1.374, -1.203)  0.086
N (-2.818, 1.894, -2.543)  0.195
N (-1.240, 3.291, -2.266)  0.190
H (-2.798, 2.480, -3.366)  0.108
H (-3.459, 1.116, -2.599)  0.139
H (-0.424, 3.575, -1.744)  0.131
H (-1.792, 4.028, -2.681)  0.124

---

Entry 3:
Below is C20H36Br6O12S2 as an isolated structure in a non-equilibrium geometry, with properties calculated with ωB97M-V/def2-TZVPD.

Computed properties:
Total charge: 0
Spin multiplicity: 1
Molar mass: 1012.1 g/mol
HOMO: -9.61 eV
Relative energy (zero: lowest compared OMol25 entry of this formula, charge and spin): 1.548 eV
E_tot: -17926.9027 Eh

Each line ends with the Löwdin charge.
Geometry (Å):
O (-3.378, -0.808, 6.729)  0.090
C (-2.575, -1.174, 5.877)  -0.524
O (-2.378, -2.427, 5.640)  0.054
C (-1.388, -2.687, 4.604)  -0.133
C (-0.612, -1.398, 4.546)  -0.165
C (-1.666, -0.356, 5.020)  -0.100
H (-1.900, -2.910, 3.667)  0.084
H (-0.755, -3.523, 4.902)  0.129
H (-0.198, -1.176, 3.563)  0.077
H (0.183, -1.405, 5.292)  0.120
H (-2.256, -0.051, 4.157)  0.055
H (-1.250, 0.547, 5.467)  0.109
O (-0.882, -2.570, -4.030)  0.105
C (-0.653, -1.397, -4.227)  -0.494
O (-0.496, -0.942, -5.448)  0.068
C (-0.079, 0.378, -5.428)  -0.185
C (-0.537, 1.015, -4.128)  -0.143
C (-0.632, -0.246, -3.216)  -0.092
H (-0.457, 0.920, -6.295)  0.130
H (1.004, 0.463, -5.526)  0.128
H (-1.485, 1.539, -4.247)  0.097
H (0.099, 1.797, -3.715)  0.081
H (-1.523, -0.306, -2.591)  0.109
H (0.264, -0.387, -2.611)  0.052
O (0.958, 1.550, 5.603)  0.058
C (2.001, 1.174, 5.014)  -0.433
O (3.196, 1.431, 5.499)  0.055
C (4.249, 0.897, 4.706)  -0.134
C (3.561, 0.765, 3.370)  -0.178
C (2.165, 0.426, 3.705)  -0.116
H (4.525, -0.121, 4.984)  0.131
H (5.163, 1.492, 4.713)  0.133
H (4.081, -0.047, 2.862)  0.094
H (3.505, 1.719, 2.846)  0.131
H (2.028, -0.643, 3.868)  0.110
H (1.434, 0.592, 2.913)  0.061
O (3.372, -4.863, 2.432)  -0.327
S (3.355, -3.559, 1.665)  0.757
O (3.771, -2.279, 2.349)  -0.348
O (4.342, -3.726, 0.347)  -0.304
C (5.768, -3.921, 0.712)  -0.220
C (6.482, -2.576, 0.498)  -0.070
C (1.742, -3.232, 0.690)  -0.107
H (6.221, -4.627, 0.016)  0.117
H (5.735, -4.382, 1.700)  0.104
H (7.566, -2.690, 0.479)  0.075
H (6.220, -1.835, 1.254)  0.065
H (6.259, -2.203, -0.502)  0.080
H (1.838, -2.397, -0.003)  -0.006
H (0.962, -3.098, 1.440)  0.046
H (1.476, -4.076, 0.054)  0.070
O (-3.507, 3.916, -6.448)  -0.314
S (-4.230, 2.650, -6.225)  0.698
O (-3.670, 1.376, -6.741)  -0.316
O (-4.466, 2.625, -4.552)  -0.278
C (-4.779, 1.376, -3.862)  -0.267
C (-4.611, 1.691, -2.378)  -0.067
C (-5.974, 2.874, -6.754)  -0.109
H (-4.248, 0.453, -4.094)  0.114
H (-5.807, 1.055, -4.025)  0.113
H (-3.579, 1.976, -2.171)  0.044
H (-4.770, 0.725, -1.899)  0.081
H (-5.295, 2.453, -2.005)  0.086
H (-6.394, 3.725, -6.217)  0.072
H (-6.440, 1.895, -6.640)  0.065
H (-6.054, 3.147, -7.806)  0.069
C (-1.397, 0.338, 0.827)  -1.504
Br (-1.226, 1.650, 2.269)  0.664
Br (-2.389, -1.303, 1.192)  0.635
Br (0.341, -0.166, 0.064)  0.652
H (-1.941, 0.846, 0.031)  -0.076
C (0.379, 4.899, -0.788)  -1.496
Br (-0.765, 3.282, -1.153)  0.549
Br (2.024, 5.030, -1.889)  0.555
Br (0.610, 5.071, 1.133)  0.568
H (-0.237, 5.749, -1.085)  -0.033

---

Entry 4:
Below is one molecule with the formula C5H6 in a non-equilibrium geometry, with properties calculated with ωB97M-V/def2-TZVPD.

Computed properties:
Total charge: 0
Spin multiplicity: 1
Molar mass: 66.1 g/mol
HOMO: -8.78 eV
SMILES string: C=CC1C=C1
Relative energy (zero: lowest compared OMol25 entry of this formula, charge and spin): 4.070 eV
E_tot: -193.9309 Eh

Each line ends with the Löwdin charge.
Geometry (Å):
C (0.055, -1.746, 1.180)  -0.089
C (-0.527, -0.918, 0.353)  -0.089
C (0.491, 0.439, -0.359)  -0.213
C (-0.115, 1.789, -0.247)  -0.009
C (-0.026, 1.259, -1.465)  -0.035
H (-0.362, -2.716, 1.735)  0.092
H (1.151, -1.715, 1.226)  0.042
H (-1.504, -0.667, -0.013)  0.061
H (1.488, 0.266, -0.149)  0.064
H (-0.357, 2.585, 0.314)  0.053
H (-0.294, 1.423, -2.574)  0.125

---

Entry 5:
Below is one molecule with the formula C6H11N in a non-equilibrium geometry, with properties calculated with ωB97M-V/def2-TZVPD.

Computed properties:
Total charge: 0
Spin multiplicity: 1
Molar mass: 97.2 g/mol
HOMO: -7.57 eV
SMILES string: C/C=C(N)/C=C/C
Relative energy (zero: lowest compared OMol25 entry of this formula, charge and spin): 0.995 eV
E_tot: -289.9351 Eh

Each line ends with the Löwdin charge.
Geometry (Å):
C (-1.011, 2.892, 0.201)  -0.106
C (-0.119, 1.716, 0.472)  -0.133
C (-0.407, 0.465, 0.092)  -0.383
N (-1.558, 0.151, -0.608)  0.111
C (0.588, -0.602, 0.252)  -0.084
C (0.530, -1.851, -0.199)  -0.145
C (1.739, -2.765, -0.114)  -0.100
H (-0.720, 3.682, 0.883)  0.064
H (-0.861, 3.296, -0.808)  0.078
H (-2.067, 2.654, 0.275)  0.059
H (0.855, 1.859, 0.914)  0.091
H (-1.778, -0.820, -0.716)  0.068
H (-2.305, 0.818, -0.677)  0.077
H (1.409, -0.229, 0.855)  0.110
H (-0.380, -2.274, -0.616)  0.091
H (1.653, -3.357, 0.797)  0.071
H (1.801, -3.478, -0.932)  0.066
H (2.630, -2.158, -0.070)  0.065

---

> E_tot of number 4 (C5H6)?

-193.9309 Eh